{
  "formula": "C26H27F3N3",
  "method": "wB97M-V/def2-TZVPD",
  "gap_ev": 5.668,
  "total_charge": 1,
  "mol_weight_g_mol": 438.52,
  "e_homo_ev": -10.46,
  "energy_ha": -1470.568829,
  "fmax_ev_per_a": 2.029,
  "species": ["F", "F", "F", "N", "N", "N", "C", "C", "C", "C", "C", "C", "C", "C", "C", "C", "C", "C", "C", "C", "C", "C", "C", "C", "C", "C", "C", "C", "C", "C", "C", "C", "H", "H", "H", "H", "H", "H", "H", "H", "H", "H", "H", "H", "H", "H", "H", "H", "H", "H", "H", "H", "H", "H", "H", "H", "H", "H", "H"],
  "coordinates": [[-5.289526, -0.974080, 6.309824], [-3.597053, 0.334333, 6.812217], [-5.165013, 1.045765, 5.446456], [-1.120907, -3.545554, 1.328108], [2.227427, -1.433372, -1.063184], [2.640564, 0.782169, -0.906431], [1.080449, 3.704486, -2.183251], [-3.650393, -0.599314, 4.611574], [1.986335, 2.029316, -0.520786], [-1.044601, 0.691955, -4.441854], [-4.150099, -0.457042, 3.319761], [-0.487616, -4.121921, 0.132431], [-2.220935, -1.682226, 2.454284], [0.900362, 0.108284, -2.543292], [2.178291, 3.114843, -1.544068], [-4.419369, -0.050285, 5.785061], [-1.738544, -1.782292, 3.782133], [-1.507537, -2.289018, 1.340945], [0.310681, 0.757383, -4.793030], [2.587702, 5.156244, -3.399545], [-2.449586, -1.258271, 4.844425], [-1.422146, 0.371087, -3.132933], [3.557191, -1.271491, -0.399794], [-0.448819, 0.080137, -2.179433], [3.477622, 3.530245, -1.843146], [3.620511, 0.192883, 0.005168], [-1.425614, -4.475221, 2.418364], [1.289851, 0.459757, -3.847474], [1.916256, -0.240614, -1.506892], [-3.441299, -0.985278, 2.251421], [3.686019, 4.551543, -2.772769], [1.285331, 4.729550, -3.109927], [-0.783697, -2.269878, 3.971472], [-2.074342, -1.371098, 5.857657], [2.747207, 5.966148, -4.106854], [2.434709, 2.335408, 0.438411], [-3.836267, -0.896902, 1.238934], [-2.493497, -4.443724, 2.680066], [0.404242, -3.546544, -0.158191], [-1.805267, 0.878192, -5.202080], [-1.200634, -4.107694, -0.708451], [-0.838668, -4.257786, 3.320726], [-5.098070, 0.049244, 3.166766], [3.716354, -1.923489, 0.467686], [4.340148, -1.465634, -1.163855], [4.609357, 0.633380, -0.158108], [-0.215637, -5.156761, 0.366333], [-2.477121, 0.338144, -2.852662], [0.076814, 3.338860, -1.960952], [4.704976, 4.871020, -2.997191], [0.601919, 1.026983, -5.810643], [4.319977, 3.042264, -1.342508], [-1.419511, -1.741130, 0.396151], [0.913058, 1.851695, -0.363194], [3.310712, 0.350659, 1.049399], [0.427408, 5.193018, -3.595787], [-0.718966, -0.175247, -1.153256], [2.351265, 0.486101, -4.105860], [-1.162001, -5.479230, 2.071628]],
  "forces_ev_per_angstrom": [[0.9, 0.8, -0.7], [-0.7, -0.5, -1.1], [0.7, -1.1, 0.2], [-0.6, 1.9, 0.0], [0.1, 0.6, -1.3], [0.3, 0.1, -0.5], [0.5, 0.0, 0.0], [0.0, 0.0, -0.1], [0.0, 0.0, -0.2], [0.1, 0.0, 0.1], [0.1, -0.1, 0.2], [0.3, -0.1, -0.7], [-0.6, 0.6, 1.4], [-0.2, -0.3, 0.3], [-0.2, 0.4, -0.2], [-1.0, 0.8, 1.5], [0.1, -0.3, -0.7], [-0.2, -1.7, -0.4], [-0.2, -0.1, 0.2], [-0.1, -0.2, 0.2], [0.0, 0.0, 0.0], [0.0, 0.0, -0.2], [-0.2, 0.0, -0.1], [0.2, 0.0, -0.5], [-0.2, 0.2, -0.3], [-0.3, 0.3, -0.1], [0.1, -0.6, 0.6], [-0.2, -0.1, 0.4], [0.9, -0.7, 1.7], [0.7, -0.4, -0.5], [-0.2, -0.2, 0.1], [0.3, -0.1, 0.1], [-0.2, 0.2, 0.0], [0.0, 0.1, -0.2], [0.0, -0.2, 0.1], [-0.2, -0.1, -0.3], [0.1, 0.1, 0.2], [0.3, 0.1, -0.2], [-0.2, -0.1, 0.1], [0.2, 0.0, 0.3], [0.2, -0.1, 0.4], [-0.2, -0.1, -0.4], [0.2, 0.0, -0.1], [-0.2, -0.1, -0.4], [-0.5, -0.1, 0.4], [-0.2, -0.1, 0.2], [0.0, 0.4, -0.2], [0.3, 0.0, -0.2], [0.2, 0.1, -0.1], [-0.3, 0.0, 0.0], [-0.1, -0.1, 0.3], [-0.2, 0.2, -0.2], [0.3, -0.2, 0.3], [0.2, 0.1, 0.1], [0.1, 0.0, -0.1], [0.3, -0.1, 0.1], [0.0, 0.1, -0.3], [-0.4, 0.0, 0.1], [-0.2, 0.3, 0.2]]
}

---

{
  "formula": "C26H27FN4O4",
  "method": "wB97M-V/def2-TZVPD",
  "gap_ev": 9.381,
  "mol_weight_g_mol": 478.52,
  "e_homo_ev": -8.92,
  "e_above_lowest_kcal_mol": 35.78,
  "energy_ha": -1626.873123,
  "fmax_ev_per_a": 1.252,
  "smiles": "Cc1ccc(N(C(=O)CNC(=O)c2ccco2)[C@H](C(=O)NC2CCCC2)c2cccnc2)cc1F",
  "species": ["F", "O", "O", "O", "O", "N", "N", "N", "N", "C", "C", "C", "C", "C", "C", "C", "C", "C", "C", "C", "C", "C", "C", "C", "C", "C", "C", "C", "C", "C", "C", "C", "C", "C", "C", "H", "H", "H", "H", "H", "H", "H", "H", "H", "H", "H", "H", "H", "H", "H", "H", "H", "H", "H", "H", "H", "H", "H", "H", "H", "H", "H"],
  "coordinates": [[-2.787949, -0.791818, 2.315314], [-2.746854, -2.986098, -0.580155], [0.714359, -2.145101, -0.776089], [1.675852, 0.599116, -2.647020], [1.394216, 1.209178, 1.799135], [-1.650431, 3.948768, 1.578378], [0.003561, 0.884577, -1.175251], [-1.012560, -1.655025, -2.152215], [2.725519, 0.617449, 0.071506], [-0.464630, -2.239629, -1.055702], [-1.924070, 4.918373, 0.724570], [-1.408245, 0.028558, 0.608853], [3.760061, -1.622053, 0.245641], [-1.263161, -3.622256, 0.963112], [0.791669, 1.908676, -0.464795], [-2.673922, -0.216850, 1.101111], [-1.435514, -2.965757, -0.227731], [-1.281344, 0.596298, -0.653609], [-2.421198, 0.925148, -1.377508], [1.657257, 1.215271, 0.613513], [5.880677, -0.909026, 1.268716], [-0.234247, -0.782846, -2.992834], [-3.399522, -3.651775, 0.383556], [-2.542695, -4.067990, 1.356824], [-0.778937, 3.020120, 1.228666], [-5.180475, -0.195527, 0.982219], [-3.675470, 0.661743, -0.857399], [5.110354, -2.142228, 0.756689], [3.635817, -0.209738, 0.823610], [0.568562, 0.284730, -2.245158], [5.079376, 0.299533, 0.789538], [-0.131612, 3.005464, -0.005194], [-3.833932, 0.080834, 0.393429], [-0.418225, 4.042187, -0.888679], [-1.326597, 5.019527, -0.522284], [4.970811, -2.863525, 1.561136], [3.763119, -1.550315, -0.843050], [6.906684, -0.886802, 0.904090], [-2.790711, -4.613640, 2.243209], [5.343394, 0.552311, -0.239041], [-5.169669, -1.131986, 1.536339], [-1.565031, 5.835288, -1.187397], [-4.459138, -3.766462, 0.264447], [-0.894798, -0.290183, -3.708382], [3.267962, -0.234243, 1.853162], [-2.322416, 1.393040, -2.345598], [5.656696, -2.643327, -0.041472], [0.066329, 4.078941, -1.855470], [-0.542504, -0.220751, 1.200562], [5.228701, 1.178806, 1.413712], [1.477364, 2.321292, -1.216952], [-4.553628, 0.919805, -1.430443], [-5.940801, -0.240671, 0.207002], [5.913667, -0.915111, 2.358620], [0.511096, -1.362326, -3.550845], [2.818998, 0.592329, -0.937142], [-0.335661, -3.754334, 1.479744], [-0.572711, 2.267795, 1.974234], [-2.008033, -1.718198, -2.288740], [2.921290, -2.254240, 0.524988], [-2.651265, 5.646639, 1.059464], [-5.445463, 0.598021, 1.681074]],
  "forces_ev_per_angstrom": [[0.0, 0.1, -0.1], [0.1, 0.2, -0.4], [0.2, 0.0, 0.2], [0.2, 0.0, -0.3], [-0.2, 0.0, 0.5], [-0.3, 0.1, 0.5], [0.1, 0.2, 0.2], [0.0, -0.2, -0.2], [0.3, -0.2, -0.1], [-0.5, 0.0, -0.6], [0.0, 0.2, -0.3], [-0.1, 0.0, -0.1], [-0.1, 0.0, 0.2], [0.1, 0.4, -0.8], [0.2, 0.1, 0.1], [-0.1, 0.1, -0.3], [0.4, -0.6, 1.0], [-0.7, -0.1, 0.1], [0.2, 0.1, 0.1], [0.0, 0.4, -0.6], [0.1, 0.1, 0.0], [0.4, -0.2, 0.0], [0.0, -0.4, 0.7], [-0.4, 0.1, -0.3], [0.3, -0.2, 0.0], [0.0, 0.0, 0.1], [0.1, -0.1, 0.0], [0.0, -0.1, 0.0], [0.2, -0.1, 0.0], [-0.2, -0.2, -0.3], [-0.1, -0.1, 0.3], [0.1, 0.3, 0.0], [0.1, -0.1, 0.2], [0.0, -0.1, 0.2], [0.0, 0.0, 0.0], [0.0, -0.1, 0.0], [0.0, 0.0, -0.1], [0.1, 0.0, 0.1], [-0.1, -0.1, 0.2], [0.0, 0.1, -0.1], [-0.1, 0.0, 0.0], [0.0, 0.1, 0.0], [-0.1, 0.0, -0.1], [0.0, -0.1, 0.0], [0.1, 0.0, -0.1], [0.0, 0.1, -0.1], [0.0, -0.1, 0.0], [0.1, 0.0, -0.1], [0.1, 0.0, 0.1], [0.0, 0.1, 0.0], [-0.2, -0.1, 0.2], [-0.1, 0.0, -0.1], [-0.1, 0.0, 0.0], [0.1, 0.0, 0.0], [-0.1, 0.2, 0.1], [-0.2, 0.1, 0.0], [0.3, 0.0, 0.1], [0.1, -0.1, -0.1], [0.1, 0.1, 0.1], [-0.1, 0.0, -0.1], [0.0, 0.1, -0.1], [-0.1, 0.0, 0.1]]
}

---

{
  "formula": "C26H27N3O3",
  "method": "wB97M-V/def2-TZVPD",
  "gap_ev": 8.515,
  "mol_weight_g_mol": 429.52,
  "e_homo_ev": -7.80,
  "e_above_lowest_kcal_mol": 35.12,
  "energy_ha": -1396.957381,
  "fmax_ev_per_a": 1.450,
  "smiles": "COC(=O)C1CCN(Cc2cn(Cc3ccccc3)nc2-c2cc3ccccc3o2)CC1",
  "species": ["O", "O", "O", "N", "N", "N", "C", "C", "C", "C", "C", "C", "C", "C", "C", "C", "C", "C", "C", "C", "C", "C", "C", "C", "C", "C", "C", "C", "C", "C", "C", "C", "H", "H", "H", "H", "H", "H", "H", "H", "H", "H", "H", "H", "H", "H", "H", "H", "H", "H", "H", "H", "H", "H", "H", "H", "H", "H", "H"],
  "coordinates": [[3.378557, -2.688237, 2.063013], [1.166062, -0.763221, -0.977935], [4.575843, -1.859095, 3.765088], [-0.224165, 0.177011, 2.551697], [-1.227154, 1.926491, -1.464579], [-2.170277, 2.297786, -0.614074], [-2.185124, 1.527055, 0.490580], [-4.386838, 2.783466, -1.484569], [4.435029, -3.587566, 1.757561], [2.235151, 0.003306, 2.111101], [3.574385, -1.859709, 3.097875], [-0.594977, 0.897854, -0.898154], [2.155773, -1.135484, -1.821722], [-6.745952, 1.701529, -2.473413], [4.006299, -1.561874, -3.790870], [3.080748, -0.559274, -3.982141], [-0.072952, -0.735638, 3.665879], [1.054475, 0.571896, -2.792644], [-5.605497, 3.133468, -0.923133], [1.093362, -1.721304, 3.511686], [-6.781930, 2.597325, -1.419274], [0.509783, 0.273652, -1.576180], [3.085941, -2.141725, -1.626533], [4.011945, -2.340826, -2.631974], [-3.089724, 3.350174, -0.957014], [2.135290, -0.334350, -2.982402], [-4.355803, 1.883682, -2.543025], [-0.789514, -0.443683, 1.357406], [-5.530309, 1.343865, -3.033496], [-1.174004, 0.599598, 0.361337], [1.009457, 0.902485, 2.317361], [2.394224, -0.937259, 3.311567], [5.175591, -3.091122, 1.126581], [4.756728, -3.114838, -2.521526], [3.082480, 0.041074, -4.879040], [-7.663606, 1.281743, -2.857800], [-5.637359, 3.831101, -0.098109], [-1.693008, -0.975158, 1.675562], [0.872120, 1.545389, 1.445440], [-3.403410, 1.609038, -2.973090], [-5.498376, 0.644312, -3.855509], [3.126084, 0.623453, 1.996576], [0.092261, -0.126489, 4.561382], [2.111604, -0.588347, 1.204290], [-7.727231, 2.877758, -0.978650], [2.606683, -0.347290, 4.209941], [4.748883, -1.753789, -4.551450], [-3.272716, 3.970503, -0.075444], [3.990334, -4.427492, 1.227778], [4.919201, -3.924617, 2.676009], [1.163047, -2.348313, 4.402466], [-2.603923, 3.953306, -1.729660], [0.718225, 1.343085, -3.453218], [-2.886537, 1.683016, 1.284259], [3.079458, -2.733505, -0.725391], [-1.009866, -1.282610, 3.797400], [1.175856, 1.543879, 3.189793], [-0.115142, -1.167588, 0.882933], [0.924518, -2.367899, 2.649455]],
  "forces_ev_per_angstrom": [[-0.4, 0.0, -0.2], [-0.2, -0.1, 0.3], [0.1, 0.0, 0.0], [-0.2, 0.1, 0.1], [0.5, 0.1, -0.7], [0.3, -0.3, 0.5], [0.3, -0.2, 0.0], [0.0, 0.1, 0.1], [0.4, -0.2, 0.1], [-0.2, 0.1, 0.2], [0.0, 0.3, 0.4], [-0.8, 0.2, 0.8], [0.5, 0.2, -1.0], [-0.1, 0.0, 0.0], [0.1, 0.0, -0.1], [-0.1, 0.0, 0.1], [0.0, -0.2, 0.1], [-0.4, -0.1, 0.7], [0.1, 0.0, 0.0], [-0.1, 0.2, 0.1], [-0.1, 0.0, 0.0], [0.5, 0.4, -1.3], [-0.2, 0.1, 0.2], [0.0, 0.0, 0.0], [-0.3, 0.2, -0.3], [0.2, -0.5, 0.5], [0.0, 0.0, 0.0], [0.0, 0.0, 0.1], [0.0, 0.0, 0.0], [0.0, 0.0, -0.3], [0.2, 0.1, -0.1], [0.0, -0.2, -0.2], [0.0, 0.0, 0.0], [0.0, -0.1, 0.0], [0.0, 0.0, -0.1], [-0.1, 0.0, 0.0], [0.0, 0.1, 0.1], [0.1, -0.1, 0.0], [0.0, 0.1, 0.1], [0.1, 0.0, -0.1], [0.0, -0.1, -0.1], [0.0, 0.0, -0.1], [0.0, -0.1, 0.1], [0.1, 0.0, 0.0], [-0.1, 0.0, 0.0], [0.1, -0.1, -0.1], [0.1, 0.0, -0.1], [0.1, 0.0, -0.1], [0.0, 0.1, 0.0], [0.0, 0.0, -0.1], [0.0, -0.1, 0.0], [0.0, 0.0, 0.2], [-0.1, 0.2, -0.1], [-0.2, 0.1, 0.2], [0.0, -0.1, 0.1], [0.0, 0.0, 0.1], [0.0, 0.1, -0.1], [-0.2, 0.0, 0.1], [0.0, -0.1, 0.0]]
}